{
  "formula": "C44H38IrN5O3PSe",
  "method": "the ωB97M-V functional and the def2-TZVPD basis",
  "total_energy_ha": -5045.507404,
  "relative_energy_kj_mol": 457.6,
  "spin_multiplicity": 2,
  "homo_lumo_gap_ev": [5.93, 5.97],
  "charge": 2,
  "symbols": ["Ir", "O", "C", "C", "C", "C", "C", "C", "C", "N", "N", "C", "O", "C", "C", "C", "C", "C", "C", "H", "H", "H", "H", "H", "H", "H", "H", "H", "H", "C", "C", "C", "C", "C", "O", "C", "N", "C", "C", "C", "C", "C", "C", "P", "C", "C", "C", "C", "C", "C", "C", "C", "C", "C", "C", "C", "H", "H", "H", "H", "H", "H", "H", "H", "H", "H", "H", "H", "H", "H", "H", "H", "H", "H", "H", "H", "H", "H", "H", "H", "Se", "N", "C", "C", "C", "C", "C", "C", "N", "H", "H", "H", "H"],
  "coordinates": [[0.8158, -0.2324, 0.5193], [1.0890, 0.7664, 2.2608], [0.7855, 1.8948, 2.8379], [0.4998, 1.9058, 4.2165], [0.1102, 3.0557, 4.8559], [-0.0141, 4.2722, 4.1627], [0.3446, 4.3158, 2.8457], [0.7729, 3.1534, 2.1645], [1.2920, 3.2958, 0.8450], [1.5573, 2.2712, 0.1136], [2.2123, 2.3992, -1.1475], [2.9698, 0.9981, -1.2840], [2.9636, 0.3564, -0.2776], [3.4956, 0.5452, -2.5672], [3.8711, 1.3387, -3.6602], [4.3900, 0.7528, -4.7976], [4.5260, -0.6288, -4.8777], [4.1403, -1.4284, -3.8088], [3.6529, -0.8489, -2.6550], [0.5829, 0.9699, 4.7537], [-0.1178, 3.0168, 5.9140], [-0.3569, 5.1612, 4.6728], [0.3098, 5.2551, 2.3034], [1.4842, 4.3222, 0.5298], [3.8087, 2.4154, -3.6358], [4.6985, 1.3751, -5.6264], [4.9550, -1.0776, -5.7638], [4.2274, -2.5043, -3.8744], [3.3637, -1.4623, -1.8114], [0.2885, 3.8004, -1.9757], [1.1564, 2.5834, -2.2448], [3.2839, 3.4489, -1.1711], [0.3392, 1.2954, -2.4013], [-0.6443, 1.3200, -3.5841], [-1.8329, 0.7398, -3.0324], [-1.6374, 0.5743, -1.7081], [-0.5046, 0.9425, -1.2508], [-2.7656, -0.0570, -1.0111], [-4.0067, 0.0293, -1.6511], [-5.1351, -0.5595, -1.1146], [-5.0368, -1.2828, 0.0630], [-3.8133, -1.3870, 0.7005], [-2.6676, -0.7767, 0.1885], [-1.2451, -0.8605, 1.3267], [-1.0977, -2.5505, 1.9345], [-0.2697, -2.7622, 3.0401], [-0.0216, -4.0506, 3.4800], [-0.5742, -5.1344, 2.8074], [-1.3722, -4.9290, 1.6924], [-1.6273, -3.6410, 1.2453], [-1.9057, 0.1939, 2.6356], [-2.2239, 1.5046, 2.2658], [-2.8090, 2.3596, 3.1803], [-3.0634, 1.9199, 4.4748], [-2.7417, 0.6239, 4.8444], [-2.1589, -0.2443, 3.9294], [0.8876, 4.6892, -1.7779], [-0.3889, 3.6251, -1.1422], [-0.3012, 4.0221, -2.8623], [1.7072, 2.7278, -3.1739], [4.1110, 3.1097, -0.5500], [2.9120, 4.3854, -0.7739], [3.6284, 3.6155, -2.1837], [1.0301, 0.4606, -2.5473], [-0.3187, 0.7081, -4.4212], [-0.8765, 2.3216, -3.9429], [-4.0782, 0.5788, -2.5780], [-6.0879, -0.4492, -1.6141], [-5.9094, -1.7630, 0.4848], [-3.7415, -1.9500, 1.6227], [0.1822, -1.9175, 3.5481], [0.6078, -4.2122, 4.3450], [-0.3709, -6.1405, 3.1497], [-1.7987, -5.7745, 1.1684], [-2.2407, -3.4858, 0.3660], [-2.0204, 1.8418, 1.2540], [-3.0681, 3.3686, 2.8874], [-3.5271, 2.5861, 5.1905], [-2.9481, 0.2814, 5.8499], [-1.9226, -1.2570, 4.2247], [2.4464, -2.2576, 1.1947], [0.6717, -1.4754, -0.8877], [0.4701, -2.6569, -1.3158], [-0.3287, -2.9259, -2.4949], [-0.4762, -4.1825, -2.9570], [0.1375, -5.3083, -2.2923], [0.8852, -5.1346, -1.1874], [1.0982, -3.8187, -0.6423], [1.7985, -3.6507, 0.4197], [-0.7916, -2.0873, -3.0018], [-1.0722, -4.3515, -3.8444], [-0.0058, -6.3030, -2.6918], [1.3557, -5.9743, -0.6946]]
}

***

{
  "formula": "C4H27NO12S",
  "method": "the ωB97M-V functional and the def2-TZVPD basis",
  "total_energy_ha": -1524.367298,
  "relative_energy_kj_mol": 118.8,
  "spin_multiplicity": 1,
  "homo_lumo_gap_ev": 9.89,
  "smiles": "O=CN[C@H](C=O)CS.O.O.O.O.O.O.O.O.O.O",
  "charge": 0,
  "symbols": ["O", "C", "N", "C", "C", "S", "C", "O", "H", "H", "H", "H", "H", "H", "H", "H", "H", "O", "H", "H", "O", "H", "H", "O", "H", "H", "O", "H", "H", "O", "H", "H", "O", "H", "H", "O", "H", "H", "O", "H", "H", "O", "H", "H", "O"],
  "coordinates": [[0.3852, -0.8614, -0.1153], [0.8937, 0.2295, 0.1562], [0.8742, 1.4121, -0.5291], [0.4684, 1.3758, -1.9373], [1.0363, 2.6397, -2.5895], [0.0428, 4.1812, -2.4956], [1.0893, 0.2091, -2.7840], [2.2468, -0.1229, -2.6136], [1.4395, 0.3480, 1.0920], [1.7773, 1.8741, -0.4466], [-0.6335, 1.4681, -1.9246], [1.3090, 2.5265, -3.6774], [2.0343, 2.7815, -2.1136], [-1.1475, 3.5647, -2.5519], [0.7504, -0.0506, -3.7944], [-2.1259, -1.2633, -0.4021], [-3.5049, -2.0155, -0.2007], [-3.0192, -1.1864, -0.0543], [0.1326, 2.5264, 2.0853], [-0.5551, 1.4934, 3.0794], [0.2320, 1.7936, 2.6631], [-0.7934, -2.9699, 1.5718], [0.5855, -3.1553, 2.1605], [-0.3374, -3.3947, 2.2973], [1.3910, -4.3713, -1.8273], [2.4628, -3.2328, -1.9937], [1.8117, -3.6342, -1.3624], [-2.9092, -0.5832, -3.0662], [-3.9243, -0.3766, -1.8382], [-3.8264, -0.6403, -2.7725], [0.4009, -2.5073, -2.1512], [-0.1085, -1.3150, -1.4402], [-0.3145, -1.8575, -2.3094], [-2.2090, -2.0882, 3.5144], [-2.5100, -1.4386, 2.2267], [-2.9839, -1.7433, 3.0470], [4.2541, 0.9710, 1.4350], [3.3307, 0.7355, 2.6404], [3.3380, 0.7488, 1.6756], [1.3972, 0.4205, 3.9831], [1.7868, 1.8524, 4.3991], [2.1334, 1.0044, 4.1716], [-2.5107, 1.0117, 1.1571], [-2.0161, 2.2599, 1.6247], [-2.1740, 1.3804, 2.0107]]
}

***

{
  "formula": "C21H33ClFN5O8PS",
  "method": "the ωB97M-V functional and the def2-TZVPD basis",
  "total_energy_ha": -2995.163723,
  "spin_multiplicity": 1,
  "homo_lumo_gap_ev": 9.57,
  "charge": 1,
  "symbols": ["C", "C", "S", "C", "N", "C", "C", "N", "C", "C", "C", "N", "C", "C", "C", "N", "C", "C", "C", "O", "C", "C", "C", "O", "Cl", "C", "N", "P", "O", "O", "O", "H", "H", "H", "H", "H", "H", "H", "H", "H", "H", "H", "H", "H", "H", "H", "H", "H", "H", "H", "H", "H", "H", "H", "H", "H", "H", "H", "H", "H", "H", "C", "C", "O", "C", "O", "O", "F", "H", "H", "H"],
  "coordinates": [[2.8632, -4.0593, 3.1680], [2.4865, -4.2808, 1.7089], [1.0196, -3.3194, 1.2156], [1.7934, -1.8621, 0.4661], [0.6657, -1.0475, -0.0762], [0.7818, 0.4505, 0.0077], [1.5532, 0.8768, 1.2846], [1.3964, 2.2900, 1.5580], [-0.5949, 1.0886, 0.1561], [-1.5315, 0.5038, 1.0080], [-2.7935, 1.0701, 1.1435], [-3.1722, 2.1885, 0.5231], [-2.2532, 2.7753, -0.2439], [-0.9778, 2.2702, -0.4667], [1.4886, 0.8112, -1.3312], [2.9208, 1.1191, -1.1528], [3.1609, 2.5543, -0.8503], [3.7086, 0.7970, -2.3314], [4.7755, -0.2265, -2.1519], [3.5044, 1.3393, -3.3699], [1.2121, -0.3836, -2.2949], [0.7486, -0.0097, -3.7184], [1.4141, -0.8990, -4.7452], [2.5495, -0.9176, -5.0000], [0.3072, -2.0370, -5.5179], [0.3061, -1.3951, -1.5237], [0.7853, -2.7155, -1.8477], [-1.5210, -1.4515, -1.9432], [-1.7125, -2.3542, -3.0655], [-2.1041, -2.0055, -0.5614], [-2.0822, 0.0074, -2.2352], [2.8091, -3.0045, 3.4223], [3.8856, -4.3861, 3.3337], [2.1940, -4.5961, 3.8292], [3.2962, -4.0164, 1.0384], [2.1940, -5.3110, 1.5453], [2.4928, -2.1199, -0.3183], [2.3113, -1.3098, 1.2372], [-0.1406, -1.3532, 0.4837], [2.5991, 0.6084, 1.1947], [1.1518, 0.2750, 2.1044], [0.8406, 2.4630, 2.3806], [2.2916, 2.7360, 1.6700], [-1.3103, -0.3840, 1.5824], [-3.5204, 0.5855, 1.7774], [-2.5423, 3.6967, -0.7274], [-0.3136, 2.8201, -1.1072], [1.0213, 1.6673, -1.8034], [3.6788, 3.0494, -1.6635], [2.2316, 3.0650, -0.6326], [3.7904, 2.6363, 0.0340], [4.3668, -1.1733, -2.5101], [5.0781, -0.3374, -1.1187], [5.6173, 0.0038, -2.7941], [2.1050, -0.9884, -2.4436], [-0.3228, -0.0826, -3.8624], [1.0442, 1.0090, -3.9471], [0.2007, -3.4562, -1.4818], [0.8497, -2.8108, -2.8529], [-2.9000, -1.5592, -0.2423], [-2.7755, 0.2884, -1.6201], [-7.2231, 2.2901, 3.8497], [-5.9343, 2.9606, 3.4189], [-4.9972, 1.8975, 3.5260], [-5.6716, 0.7289, 3.3576], [-5.1488, -0.3166, 3.1452], [-6.9971, 0.9313, 3.4447], [-5.5675, 3.9625, 4.2468], [-7.3432, 2.3314, 4.9324], [-8.1085, 2.6901, 3.3658], [-5.9317, 3.3313, 2.3929]]
}

***

{
  "formula": "H4N2O3Si",
  "method": "the ωB97M-V functional and the def2-TZVPD basis",
  "total_energy_ha": -627.026902,
  "relative_energy_kj_mol": 240.7,
  "spin_multiplicity": 1,
  "homo_lumo_gap_ev": 10.53,
  "smiles": "O=NO[SiH]=O.N",
  "charge": 0,
  "symbols": ["N", "N", "O", "O", "O", "Si", "H", "H", "H", "H"],
  "coordinates": [[2.4789, -0.1286, -0.0479], [-2.7885, -1.3136, -0.3870], [-2.6286, -1.6257, 0.7548], [-2.2721, -0.1272, -0.6496], [-2.0139, 2.3017, 0.3439], [-1.3295, 1.1010, -0.2258], [2.8417, -1.0913, 0.0669], [3.2251, 0.4562, -0.4125], [2.5984, 0.0746, 0.8864], [-0.1115, 0.3531, -0.3291]]
}